Density functional theory data (the ωB97M-V functional and the def2-TZVPD basis) for a gas-phase ion, C5H15N3OP (charge +1) in a non-equilibrium geometry.

Geometry as XYZ:
```
25
Properties=species:S:1:pos:R:3:forces:R:3
C 2.34212 -1.14816 -0.16171 0.0 -0.1 0.0
N 2.20675 0.16533 0.49288 -0.6 0.1 -0.9
C 1.51700 1.14411 -0.27873 2.2 -0.6 0.0
N -0.00358 1.15644 -0.17806 0.2 0.0 0.1
C -0.83416 1.09583 -1.43111 0.5 1.1 0.6
O -2.13300 1.13434 -0.89362 -0.2 -0.1 -0.4
C -2.12514 1.01318 0.56121 0.4 -0.4 -0.5
C -0.74561 0.27347 0.75576 -2.4 0.3 -0.1
P -1.19237 -1.50681 0.24963 1.5 -2.7 1.3
N -0.27470 -2.60643 0.93949 -0.7 1.3 -0.6
H 1.54816 -1.27623 -0.91927 0.2 -0.3 0.3
H 3.30220 -1.26317 -0.68312 -0.2 0.3 0.2
H 2.27329 -1.92994 0.59629 -0.2 0.0 -0.3
H 1.91270 0.11060 1.45302 0.2 0.0 0.2
H 1.89000 2.14259 -0.01482 -0.6 -0.1 0.1
H 1.79248 0.98491 -1.33002 -0.3 0.1 0.2
H -0.20944 2.08819 0.18918 0.1 0.1 -0.1
H -0.51260 1.98694 -1.98911 -0.8 0.0 -0.1
H -0.57963 0.22613 -2.04388 -0.3 -0.1 0.4
H -2.23401 2.00371 1.02693 0.4 -0.1 -0.1
H -2.99993 0.43183 0.86193 0.2 0.0 -0.2
H -0.37140 0.28084 1.78169 0.1 0.0 -0.3
H -1.17246 -1.62504 -1.16955 -0.1 0.7 0.3
H -2.53805 -1.69347 0.65658 0.1 0.7 -0.5
H -0.85865 -3.18922 1.52843 0.2 -0.2 0.2
```
Forces are in eV/Å.

## Properties
- Lowest unoccupied orbital energy: -3.3 eV
- Total energy: -780.0043 hartree
- Total charge: +1
- Molar mass: 164.17 g mol⁻¹
- HOMO level: -12.54 eV
- Energy above the lowest of the compared OMol25 structures with the same formula, charge and spin: 4.605 eV